[1]
129
Properties=species:S:1:pos:R:3:lowdin_charge:R:1 method="wB97M-V/def2-TZVPD" mol_weight_g_mol=765.0 fmax_ev_per_a=2.9 energy_ha=-2800.53352 orbital_gap_ha=0.34375 e_homo_ev=-9.01 lumo_ev=0.35 spin_multiplicity=1
H 5.10 -2.02 2.00 0.0826
C -7.72 0.03 -0.17 -0.2308
H -5.78 -2.13 6.86 0.0846
H 5.96 5.52 1.12 0.0859
C 0.13 -1.65 0.08 -0.1439
H -8.33 -0.09 -1.18 0.1188
C -2.98 -13.95 3.18 -0.0300
C 8.74 4.33 -6.57 -0.4782
O 10.78 7.55 -5.81 0.0350
O -5.90 -1.87 -0.07 -0.1562
H -8.24 -8.74 2.91 0.0618
H -6.56 -8.99 2.36 0.0857
C 10.52 9.56 -4.55 -0.0240
H 3.19 7.18 1.00 0.0813
C 5.43 11.46 -1.20 -0.0280
H -9.68 -10.96 3.39 0.0862
H -8.49 0.48 0.61 0.1165
C 4.46 6.06 -0.31 -0.4815
H -0.62 -2.31 0.71 0.0722
H 9.60 2.95 -5.19 0.0839
H 10.88 9.62 -3.52 0.0869
H 2.34 6.00 -0.03 0.0875
C 3.62 9.67 -1.61 -0.0201
H 6.07 4.34 -3.85 0.0855
H -6.01 1.09 -1.41 0.1069
H -4.90 -3.61 7.31 0.0865
H 0.09 -1.95 -1.05 0.0770
H 10.54 3.18 -6.68 0.0877
C -0.36 -0.06 0.20 -0.2470
H 6.59 6.16 -0.42 0.0857
C -9.62 -4.65 2.40 -0.0190
H -5.80 -1.76 -1.07 0.1174
H -8.42 -11.52 4.54 0.0852
H -9.91 -4.57 1.35 0.0839
H -10.46 -5.10 2.96 0.0838
O -7.09 -11.37 1.76 0.0321
H -2.47 -0.71 -0.54 0.1231
H 3.52 8.62 -1.90 0.0772
C -2.66 1.41 0.53 -0.2933
H 8.04 5.76 -7.99 0.0863
H 6.04 -0.52 1.78 0.0833
C -5.89 -3.17 7.18 -0.0278
H 3.54 0.79 -0.80 0.0762
O 7.60 4.01 -6.25 0.0307
H -7.47 -5.81 5.52 0.0662
H 9.63 10.18 -4.67 0.0873
C -7.35 -9.36 3.03 -0.0302
C 5.44 -1.28 1.26 -0.0283
H -3.31 -10.55 2.48 0.0852
H -3.15 -11.85 1.27 0.0886
C -7.15 -5.08 1.84 -0.0147
H -7.05 2.20 -0.31 0.1076
H -6.98 -9.30 4.06 0.0916
O -8.44 -6.56 3.20 0.0179
C -6.65 -3.93 6.12 -0.4848
C 9.94 3.68 -5.92 -0.0176
H -7.30 -1.44 1.56 0.1225
H -2.42 -14.44 3.99 0.0824
H 6.55 2.64 -4.05 0.0827
C 5.75 3.37 -4.24 -0.0378
H -2.34 -0.70 1.37 0.1070
H -4.60 -0.06 1.57 0.0692
H 2.99 3.87 -4.73 0.0852
H -6.35 -5.81 2.03 0.0856
C -3.52 -11.61 2.27 -0.0218
H 1.23 -1.78 0.50 0.0520
C -8.73 -11.48 3.50 -0.0279
O -2.13 -11.96 4.19 0.0430
O 4.36 5.81 -1.51 0.0382
O -3.99 1.38 -0.11 -0.4951
H -7.51 -5.51 7.27 0.0882
C 8.99 5.38 -7.61 -0.0182
C -2.82 -12.46 3.30 -0.4934
O 3.10 -0.96 0.94 0.0252
H 3.09 10.29 -2.34 0.0886
H 3.48 4.79 -3.27 0.0539
C -6.91 -5.39 6.37 -0.0169
C 3.24 6.18 0.57 -0.0212
H 9.55 6.21 -7.17 0.0557
H 6.51 11.59 -1.22 0.0838
F -6.55 1.00 2.31 -0.4066
H 4.98 12.16 -1.92 0.0867
H -2.71 1.71 1.69 0.1066
H -1.97 2.23 0.01 0.1278
H -2.59 -14.30 2.22 0.0846
H -8.85 -12.51 3.13 0.0824
H -8.03 -2.23 0.00 0.1194
O -7.04 -3.38 5.09 0.0448
H -4.89 2.46 1.67 0.0653
H 5.05 -0.02 -1.26 0.0851
C 9.14 7.44 -4.08 -0.0080
H 6.04 -1.79 0.50 0.0856
C 5.80 6.27 0.33 -0.0203
H 3.29 5.42 1.36 0.0878
H -7.32 -5.02 0.77 0.0871
H 8.19 7.97 -4.18 0.0922
C 4.49 2.92 -3.54 -0.4662
H -9.42 -3.66 2.82 0.0858
H 11.30 9.93 -5.22 0.0848
P -5.25 1.16 1.11 0.8707
C 3.28 3.80 -3.68 -0.0256
H -4.60 -11.77 2.33 0.0660
C -6.52 1.14 -0.34 -0.2705
C 4.49 0.42 -0.43 -0.0385
C -8.41 -5.52 2.54 -0.4749
H 9.01 6.41 -4.45 0.0706
C 4.24 -0.64 0.62 -0.4720
H -5.97 -5.93 6.47 0.0897
H 2.44 3.35 -3.12 0.0833
C -7.67 -10.79 2.68 -0.4885
H 5.86 7.28 0.76 0.0842
H 5.58 3.42 -5.32 0.0739
H -4.04 -14.22 3.28 0.0851
H -0.01 0.59 -0.71 0.1066
C -7.23 -1.44 0.39 -0.2657
H 10.54 4.44 -5.41 0.0797
H -6.45 -3.19 8.12 0.0856
H 5.05 1.25 0.01 0.0878
C 5.08 10.05 -1.58 -0.4907
H 9.44 7.40 -3.03 0.0917
H 3.18 9.81 -0.62 0.0855
C -2.01 -0.11 0.38 -0.2076
H 9.55 4.95 -8.45 0.0885
H -6.83 -4.11 2.23 0.0772
H 5.07 11.68 -0.19 0.0860
O 5.95 9.23 -1.85 0.0433
O 4.46 1.88 -2.88 0.0282
H 0.08 0.41 1.19 0.1073
C 10.20 8.13 -4.90 -0.4789

[2]
83
Properties=species:S:1:pos:R:3:lowdin_charge:R:1 method="wB97M-V/def2-TZVPD" mol_weight_g_mol=827.3 fmax_ev_per_a=5.6 energy_ha=-3602.12604 orbital_gap_ha="0.28804 / 0.28536" e_homo_ev="-13.97 / -13.95" total_charge=+2 lumo_ev="-6.13 / -6.18" spin_multiplicity=5
H -1.88 0.61 -14.03 0.0794
H 6.97 -1.00 -15.40 0.1077
O -1.75 -1.67 -15.61 0.0063
C 4.02 -10.29 -13.71 -0.6549
O -1.17 -0.04 -16.87 -0.0325
H 0.36 -5.57 -14.86 0.0948
O 0.48 -8.56 -17.30 0.0179
O -0.03 1.36 -10.76 0.0240
C -0.70 -1.22 -16.30 -0.5239
C -2.18 -6.62 -11.31 -0.0589
H -1.00 -2.47 -13.87 0.0830
H -0.23 0.24 -8.91 0.0937
H -2.24 -5.90 -12.13 0.0870
H -0.94 -8.63 -18.79 0.1042
O 4.91 -0.91 -12.36 -0.0093
O 2.22 -5.41 -11.30 -0.4207
C 0.13 -8.72 -18.60 -0.0660
C 0.27 -3.77 -10.82 -0.3107
O -1.46 -0.26 -11.21 0.0235
Fe 1.42 -5.91 -9.33 1.0890
H -2.36 -3.28 -14.44 0.0961
H 0.34 -6.87 -13.53 0.0780
H 3.71 -7.35 -12.18 0.0788
H -0.73 -3.83 -11.24 0.0218
C 1.42 -4.35 -11.74 -0.3621
O 4.12 -9.03 -13.50 0.0256
H -0.47 -9.72 -13.22 0.0927
C 3.28 -8.22 -12.68 -0.0121
C -0.29 -10.27 -12.30 -0.0389
H 5.88 -12.38 -13.70 0.0930
H 0.51 -10.96 -12.56 0.1041
O 5.09 -10.58 -14.39 0.0233
H 1.12 -0.20 -13.62 0.1003
H 3.11 -8.83 -11.79 0.0869
Rb 4.73 -3.74 -10.87 0.9423
H -2.98 1.57 -13.15 0.1047
O -1.21 -7.15 -16.98 0.0989
C -0.01 -6.54 -14.51 -0.0889
H -0.88 -3.53 -15.33 0.0923
H -0.66 1.62 -17.91 0.1034
H 0.69 0.52 -17.60 0.0925
H 4.59 -12.64 -14.79 0.0930
H 6.23 -12.16 -15.37 0.0955
O 0.27 -7.34 -10.28 0.0033
C 5.46 -12.00 -14.63 0.0151
O 3.10 -0.88 -13.88 0.0066
H 7.02 -1.08 -13.69 0.0981
H 0.42 -2.70 -10.96 0.0814
H 1.15 -0.02 -9.92 0.0842
H -0.46 -0.04 -18.74 0.1060
H 1.63 -1.67 -12.94 0.0732
O -0.94 1.59 -12.49 0.0531
C -1.96 1.57 -13.52 0.0348
O 0.20 -9.44 -11.29 0.0139
H 0.52 -7.86 -19.15 0.1053
H 0.95 -4.50 -12.71 0.0978
H -1.72 -6.05 -10.50 0.0733
H 0.98 1.50 -8.96 0.1082
C -0.30 -8.15 -11.03 -0.3539
C 6.48 -0.61 -14.51 -0.0051
O 0.10 -4.35 -9.47 -0.3935
H 0.64 -9.59 -19.00 0.1093
O 3.20 -11.04 -13.17 0.1002
H -3.24 -6.75 -11.10 0.1089
C -0.37 0.57 -17.84 -0.0616
O 0.38 -7.60 -15.30 -0.0089
H 2.26 -8.18 -13.05 0.0843
C 4.42 -0.87 -13.53 -0.5838
H 6.69 0.46 -14.44 0.1148
H -1.85 2.38 -14.24 0.1097
Rb -2.97 -2.78 -10.03 0.9134
C -1.47 -2.77 -14.81 -0.0677
C -0.98 0.84 -11.47 -0.6816
C 0.47 0.75 -9.57 -0.0126
H -1.07 -6.32 -14.42 0.0903
H 2.18 -0.16 -12.13 0.0996
H -1.27 -10.72 -12.13 0.1089
H 2.15 -3.54 -11.80 0.0316
O -1.60 -7.88 -11.50 0.0115
C 1.96 -0.64 -13.09 -0.0204
O 5.09 -0.79 -14.58 0.0746
O 0.37 -1.79 -16.50 0.1318
C -0.23 -7.76 -16.54 -0.5087

[3]
5
Properties=species:S:1:pos:R:3:lowdin_charge:R:1 method="wB97M-V/def2-TZVPD" mol_weight_g_mol=301.8 fmax_ev_per_a=2.4 energy_ha=-1012.50173 orbital_gap_ha=0.27434 de_lowest_kcal_mol=77.72 e_homo_ev=-8.35 lumo_ev=-0.88 spin_multiplicity=1
I 0.23 1.15 -0.42 0.8923
O -0.13 0.67 1.50 -0.7263
P -1.07 -0.19 -1.56 -0.3475
I 0.29 -2.16 -1.60 0.1536
H 0.68 0.52 2.10 0.0279

[4]
106
Properties=species:S:1:pos:R:3:lowdin_charge:R:1 method="wB97M-V/def2-TZVPD" mol_weight_g_mol=933.1 fmax_ev_per_a=0.9 energy_ha=-3229.08228 orbital_gap_ha=0.29027 de_lowest_kcal_mol=0.00 e_homo_ev=-5.66 total_charge=-1 lumo_ev=2.24 spin_multiplicity=1
H -2.29 -2.49 5.35 0.1012
C -1.84 -1.22 3.69 -0.0131
H 2.37 -2.27 1.16 0.1115
C -0.78 -2.24 1.75 -0.0518
C -1.21 3.53 1.02 -0.2110
H -2.40 0.94 -3.45 0.0863
O 3.73 2.68 -0.68 0.0608
C -0.14 -2.16 0.33 -0.3709
C 0.47 -4.55 -0.45 -0.0617
O -1.29 0.11 1.80 -0.0738
H 4.00 -4.09 1.00 0.1051
C 1.51 0.36 5.50 -0.0730
H -4.43 0.31 -2.18 0.0945
H 4.86 -1.89 -3.00 0.0970
C 0.29 2.00 6.80 -0.2857
H 2.36 3.16 -2.85 0.0851
C -1.34 -2.21 -0.65 -0.1396
H -2.07 0.60 -7.71 0.0941
H -0.22 -1.02 -7.41 0.0968
H -1.45 4.39 0.39 0.0640
O 1.65 1.92 -0.85 -0.2333
H 1.12 -6.51 -1.04 0.0978
C -0.71 -0.59 -6.55 -0.0861
H -1.40 -4.52 4.21 0.0975
C -0.12 2.57 8.13 -0.0613
C -1.93 0.51 -4.33 -0.0332
H -0.07 1.82 8.91 0.0708
C 0.81 -3.35 0.16 -0.1626
C -3.89 0.19 -1.24 0.0248
H 4.06 0.46 -3.07 0.1065
H 0.54 -1.63 -5.16 0.1125
H 3.20 -3.73 -2.87 0.0999
C 0.86 4.37 -2.34 -0.4204
H -1.41 3.18 -1.58 0.0339
C -0.42 -0.71 -2.71 -0.3814
H 0.27 2.63 -3.19 0.1104
O 2.33 6.40 -1.40 0.0052
C 2.09 -3.20 0.69 0.0035
O -2.68 -1.56 -2.40 -0.0084
C 0.27 2.09 4.38 -0.0771
H 0.83 -3.24 -2.73 0.0971
H -3.97 -3.26 -0.90 0.0831
H -1.10 -2.77 -2.77 0.1527
C 1.09 0.97 4.32 -0.3420
N 0.36 5.27 -1.52 0.1579
C -0.29 -0.93 -5.27 -0.0157
H -3.17 1.57 -5.71 0.0999
H -3.09 0.93 -1.17 0.0650
H -1.79 -3.21 -0.56 0.1413
H -1.13 2.97 8.10 0.0735
C 2.88 -2.70 -2.88 -0.0750
O -0.62 0.44 -1.93 -0.2990
C 2.72 2.27 -0.16 -0.5712
H -0.44 -4.34 1.97 0.1126
C 2.67 -5.43 -0.03 -0.1010
C 1.06 -1.10 -2.78 -0.1542
H -0.18 3.67 1.36 0.0595
C -1.75 0.32 -6.72 -0.1030
O 3.02 -0.12 2.97 -0.4931
N -0.05 3.56 -2.94 -0.0077
H 2.84 4.61 -2.11 0.0780
C -3.32 -1.21 -1.17 -0.5663
N 1.24 6.13 -0.91 -0.4523
H -2.21 -0.32 4.17 0.1215
H 3.44 1.61 1.75 0.1017
H -1.93 3.05 -3.13 0.0594
C -2.36 0.87 -5.60 -0.0769
C 1.52 -2.41 -2.79 -0.0431
C -4.39 -2.25 -0.87 0.0181
C 1.11 0.87 6.72 -0.0469
H 1.65 0.94 -2.99 0.0873
O -2.30 -1.26 -0.20 -0.0319
C -1.30 -1.13 2.42 -0.2563
H -1.88 3.54 1.89 0.0707
N 2.15 4.13 -2.68 0.1812
S 1.57 0.18 2.78 0.8990
H -0.02 2.58 3.46 0.0814
H -0.75 3.48 5.65 0.1113
C -1.88 -2.44 4.35 -0.0836
N 1.33 1.43 1.70 -0.4231
C -0.88 -0.39 -4.14 -0.1167
C 2.00 -0.09 -2.95 -0.0324
C 2.57 2.14 1.35 -0.1926
Zr 0.04 0.91 -0.05 1.8460
O -1.38 2.32 0.29 -0.4821
H -5.19 -2.19 -1.60 0.0906
N -1.40 3.63 -2.50 0.0626
C -1.39 -3.56 3.72 -0.0831
C -0.84 -3.45 2.44 -0.0040
H -4.80 -2.07 0.13 0.0914
H 2.60 3.15 1.76 0.1247
H 1.44 0.40 7.64 0.1075
H -0.51 -4.70 -0.87 0.1100
C 3.01 -4.23 0.59 -0.0645
C 3.35 -0.36 -3.01 -0.0555
H -1.51 0.81 2.43 0.1088
C 1.40 -5.58 -0.55 -0.0879
H -4.58 0.36 -0.41 0.0928
O 0.59 -1.00 0.18 -0.2944
H 2.15 -0.50 5.45 0.1068
H 0.55 3.39 8.42 0.0803
C -1.30 -1.87 -2.17 -0.1229
C 3.80 -1.67 -2.97 -0.0846
C -0.12 2.59 5.61 -0.0447
H 3.39 -6.23 -0.10 0.0952
O 0.81 6.68 0.09 0.0241